1.
{"formula": "C4H4N3S", "method": "ωB97M-V with the def2-TZVPD basis set", "largest_force_ev_per_a": 4.75, "homo_lumo_gap_ev": [2.740, 7.071], "homo_energy_ev": [0.2, -6.3], "charge": -1, "e_tot_ev": -19515.1792, "multiplicity": 3, "symbols": ["C", "C", "C", "C", "N", "N", "N", "S", "H", "H", "H", "H"], "positions_angstrom": [[-0.86, -0.71, 0.19], [0.90, 0.42, -0.38], [1.20, -0.56, 0.56], [-2.26, 1.95, -2.03], [0.11, -1.25, 0.89], [-2.93, 2.58, -2.75], [-0.43, 0.30, -0.62], [2.70, -0.88, 1.44], [-1.96, -1.05, 0.19], [2.40, -2.25, 1.57], [1.63, 1.18, -0.72], [-1.64, 1.29, -1.47]]}

=====

2.
{"formula": "C5H10S", "method": "ωB97M-V with the def2-TZVPD basis set", "largest_force_ev_per_a": 4.22, "homo_lumo_gap_ev": [8.277, 8.345], "homo_energy_ev": [-7.3, -8.8], "e_tot_ev": -16177.8225, "multiplicity": 3, "e_above_lowest_kj_mol": 0.0, "symbols": ["C", "C", "C", "C", "C", "S", "H", "H", "H", "H", "H", "H", "H", "H", "H", "H"], "positions_angstrom": [[-1.76, 1.54, -0.58], [-1.35, 0.59, 0.68], [-0.15, -0.34, 0.82], [-0.19, -1.65, 0.19], [2.25, 0.19, -0.53], [1.36, 0.43, 1.07], [-1.76, 0.90, -1.50], [-1.25, 2.49, -0.60], [-1.37, 1.24, 1.51], [-2.29, -0.02, 0.95], [0.38, -1.79, -0.75], [-1.26, -1.88, 0.14], [0.15, -2.42, 0.83], [2.22, -0.80, -0.96], [3.26, 0.54, -0.20], [1.76, 0.98, -1.08]]}